Molecular formula: C37H62NO25P
Method: DFT, ωB97M-V/def2-TZVPD

- Kohn-Sham gap: 0.2934 hartree
- 2S+1: 1
- Molecular weight: 951.859 g/mol

```
126
Properties=species:S:1:pos:R:3:mulliken_charge:R:1
C 3.8144 0.3387 1.0483 -0.493
O 2.9940 -0.8033 1.2565 -0.145
C 2.9896 -1.7045 0.1661 0.233
C 2.4162 -3.0406 0.6073 -1.105
C 1.1266 -2.8722 1.4212 -0.579
C 0.0887 -1.9879 0.7330 0.624
C -0.3015 -2.4419 -0.6924 -0.696
C -1.8019 -2.2584 -0.9895 0.670
C -2.1061 -1.5419 -2.3003 -1.303
C -1.5344 -0.1165 -2.4178 -0.440
C -1.5344 0.7245 -1.1441 0.155
P -3.2233 1.0368 -0.4191 -0.125
C -2.8183 1.4574 1.3414 -0.749
C -3.6064 0.7695 2.4769 -0.744
C -4.0448 -0.6586 2.2380 0.074
N -4.6125 -1.2329 3.4788 -0.542
H 3.2583 1.2494 1.2369 0.370
H 4.6877 0.3335 1.7059 0.248
H 4.1686 0.4007 0.0222 -0.126
H 2.4187 -1.2627 -0.6583 0.242
H 4.0235 -1.8616 -0.1610 0.037
H 2.2046 -3.6254 -0.2895 0.296
H 3.1555 -3.5392 1.2334 0.568
H 1.4150 -2.3585 2.3373 -0.455
H 0.7057 -3.8305 1.7295 0.539
H -0.8212 -1.9248 1.3305 -0.124
H 0.5148 -0.9861 0.6665 -0.039
H -0.0648 -3.5057 -0.7636 0.531
H 0.3064 -1.9363 -1.4433 0.139
H -2.2623 -3.2464 -1.0599 0.585
H -2.3200 -1.7479 -0.1806 -1.041
H -3.1871 -1.4870 -2.4516 0.478
H -1.7182 -2.1163 -3.1457 0.295
H -2.0248 0.4568 -3.2082 0.508
H -0.4889 -0.2081 -2.7306 0.190
H -1.1661 1.7246 -1.3706 0.462
H -0.8959 0.2923 -0.3733 -0.491
H -3.8777 -0.2088 -0.4690 -0.137
H -3.0367 2.5193 1.4237 0.496
H -1.7458 1.3521 1.5143 0.558
H -4.4539 1.3852 2.7788 0.363
H -2.9433 0.7478 3.3465 0.169
H -3.2425 -1.3124 1.9007 -0.220
H -4.8286 -0.6429 1.4732 0.352
H -4.8235 -2.2065 3.2880 0.241
H -5.5141 -0.8015 3.6516 0.218
O 4.2435 3.1338 0.2888 -0.546
C 3.8194 3.3739 -0.7955 0.600
O 4.0003 4.5377 -1.4550 -0.413
C 3.5675 4.3554 -2.8079 -0.385
C 2.5918 3.2042 -2.6840 -0.146
O 3.0988 2.5025 -1.5434 -0.087
H 3.1117 5.2657 -3.1884 0.341
H 4.4337 4.1022 -3.4194 0.222
H 1.5743 3.5365 -2.4687 0.311
H 2.5772 2.5610 -3.5600 0.093
O 5.9980 2.1009 -2.7105 -0.515
C 6.4164 1.0191 -2.4533 0.561
O 6.1841 0.3601 -1.2947 -0.194
C 6.6419 -0.9865 -1.4461 -0.322
C 7.6767 -0.8504 -2.5443 -0.385
O 7.1894 0.2760 -3.2805 -0.353
H 7.0501 -1.3556 -0.5089 0.381
H 5.8002 -1.6145 -1.7426 0.234
H 8.6698 -0.6163 -2.1576 0.252
H 7.7404 -1.7246 -3.1866 0.304
O 0.5942 2.5167 -5.9298 -0.559
C 0.4680 1.3591 -6.1743 0.701
O 1.2872 0.3858 -5.7108 -0.299
C 0.7036 -0.8835 -6.0364 0.115
C -0.1773 -0.5371 -7.2168 -0.140
O -0.4975 0.8400 -6.9615 -0.367
H 1.4755 -1.6098 -6.2761 0.322
H 0.1343 -1.2368 -5.1784 -0.152
H 0.3489 -0.6054 -8.1629 0.003
H -1.0795 -1.1386 -7.2699 0.375
O 2.3227 -4.2569 6.8067 -0.569
C 2.2680 -3.1399 6.4048 0.652
O 1.6999 -2.1085 7.0699 -0.348
C 2.0282 -0.8869 6.3830 0.008
C 2.3141 -1.3859 4.9839 0.071
O 2.7664 -2.7264 5.2153 -0.340
H 1.2066 -0.1719 6.4305 0.069
H 2.9057 -0.4425 6.8556 0.155
H 1.4186 -1.4173 4.3616 0.061
H 3.0782 -0.8082 4.4711 0.229
O -5.1392 3.6228 0.8575 -0.472
C -5.1817 4.3075 -0.1118 0.608
O -5.0300 3.8695 -1.3814 -0.269
C -5.3704 4.9403 -2.2654 -0.315
C -5.1460 6.1618 -1.3989 -0.336
O -5.3906 5.6486 -0.0878 -0.342
H -4.7382 4.9166 -3.1492 0.297
H -6.4135 4.8286 -2.5675 0.258
H -4.1185 6.5267 -1.4487 0.259
H -5.8262 6.9798 -1.6210 0.290
O -0.1171 -2.6998 -9.6171 -0.507
C -0.3204 -1.9181 -10.4882 0.688
O -0.1058 -2.1506 -11.8007 -0.334
C -0.6741 -1.0693 -12.5472 -0.347
C -0.6865 0.0523 -11.5287 -0.314
O -0.7970 -0.6630 -10.2921 -0.284
H -0.0673 -0.8511 -13.4215 0.306
H -1.6770 -1.3541 -12.8684 0.259
H 0.2427 0.6238 -11.5217 0.275
H -1.5236 0.7342 -11.6489 0.279
O -4.2282 -6.1862 8.0447 -0.517
C -4.2143 -5.1378 7.4913 0.625
O -4.6706 -3.9771 8.0260 -0.340
C -4.2836 -2.9032 7.1629 -0.331
C -4.1077 -3.6059 5.8345 -0.018
O -3.7453 -4.9308 6.2366 -0.356
H -5.0496 -2.1330 7.1434 0.279
H -3.3516 -2.4718 7.5317 0.241
H -5.0359 -3.6527 5.2619 0.115
H -3.3310 -3.1613 5.2201 0.269
O 0.8483 1.8245 6.5830 -0.540
C 0.7913 2.0722 7.7455 0.698
O 0.0023 3.0206 8.2936 -0.335
C 0.0325 2.8600 9.7166 -0.319
C 1.3501 2.1427 9.9301 -0.303
O 1.5094 1.4342 8.6964 -0.290
H -0.0177 3.8268 10.2093 0.291
H -0.8253 2.2578 10.0192 0.259
H 2.1876 2.8318 10.0486 0.262
H 1.3354 1.4505 10.7671 0.285
```